A structure of composition C72H162F18K2N18O36S18 in a non-equilibrium geometry. Source: OMol25; level of theory: ωB97M-V with the def2-TZVPD basis set.

CARTESIAN COORDINATES (ANGSTROEM)
O1 -1.3302 -8.1976 -1.3594
S1 2.1026 -0.2359 -5.2002
H1 -1.1700 0.5491 0.9688
H2 -0.0577 -4.2302 -6.4947
C1 -6.3731 -6.4604 2.1330
H3 -9.7396 -8.0613 4.7251
H4 8.9796 6.3505 1.1347
F1 8.9978 4.1818 2.3821
H5 2.3969 -4.9974 3.2005
O2 5.8319 -2.9729 0.5990
S2 6.1812 1.7052 2.5429
C2 2.7965 -7.8803 4.2106
S3 -0.9418 -9.1826 -0.3695
H6 -2.8417 5.6790 -5.4582
N1 -8.0820 3.0109 1.8908
C3 2.0882 -6.0988 7.4605
H7 10.1174 4.3023 -2.0364
O3 1.8449 8.3281 3.0256
C4 11.2036 5.5498 -0.6616
C5 2.9840 0.8104 6.1002
C6 1.4630 0.9093 -0.4571
H8 -8.6220 0.8535 2.3005
H9 1.0996 6.2238 7.0013
H10 4.2129 8.1875 -7.0526
N2 2.6550 -6.7509 5.2587
H11 3.3515 2.6669 8.1325
O4 6.1230 -5.3995 -0.6854
O5 -2.1405 5.7599 -7.7939
O6 -1.0336 3.6979 -6.1149
F2 -2.5496 3.0784 7.3065
O7 -2.5336 -5.4035 5.0238
S4 7.8581 3.4540 3.2500
H12 -4.8839 -6.4851 4.1888
C7 3.2523 -4.6285 3.7664
H13 2.0533 -8.6087 4.5351
H14 -8.3221 4.2221 3.7052
H15 -1.7965 -3.6321 -6.5318
H16 6.0294 5.6902 -5.5510
O8 3.6628 -3.4648 -0.4301
H17 3.3296 -1.2132 5.3150
N3 -2.8177 -4.6748 2.5426
O9 8.6620 2.9435 4.3343
H18 -0.3609 0.5808 -1.6379
H19 -5.3757 -6.0530 2.2981
N4 -6.5606 -7.8745 4.2017
K1 -4.7073 -3.4723 1.1269
H20 4.6274 -6.0802 4.7370
H21 -0.9442 -5.2333 -4.0874
C8 3.0798 7.5921 -8.6486
H22 -10.3537 -10.6006 4.6410
N5 2.8900 3.3575 6.3428
C9 -3.7656 -8.0890 -5.6317
H23 -3.0044 2.8990 -2.1799
H24 5.8117 5.6781 -1.7713
C10 0.7539 -3.2702 0.8462
H25 3.8772 -5.0188 5.8492
H26 3.2253 6.9152 -9.4905
F3 -3.2624 -3.1420 4.4346
H27 0.7798 -0.5338 -2.0581
H28 7.9618 5.7180 -6.8935
H29 -0.5406 -7.8870 -4.0992
O10 -2.4467 0.2784 3.9202
N6 0.2923 5.7993 -6.4942
N7 0.9138 5.7472 3.1614
C11 5.1762 5.1059 -8.1643
H30 -7.7692 -7.7785 5.9919
H31 5.1921 4.1935 -7.5682
O11 -3.8901 0.3679 -2.0280
H32 7.3702 7.2216 -7.8801
H33 0.1578 2.5829 -0.9124
F4 1.8859 4.2167 1.8077
H34 2.3404 9.5808 -8.3437
H35 4.7251 4.2678 7.0205
F5 2.5152 1.2385 -4.5429
C12 -4.7417 6.3491 -6.1746
H36 1.9392 -1.3710 0.4772
H37 -1.6596 -1.0571 1.5254
C13 -7.2746 -6.6590 3.3903
H38 -5.2166 5.7725 -3.6967
H39 -8.9390 -10.6366 5.6666
C14 7.4499 4.8393 -0.6152
H40 -4.3486 -7.2620 -6.0371
K2 5.6991 -0.7052 -3.3764
O12 -0.9919 -3.5910 4.3362
H41 -7.4848 -5.8448 4.0838
H42 11.9300 4.9149 -0.1543
H43 1.5298 -3.8983 0.4086
N8 -1.6342 2.4167 5.3177
C15 4.4765 -4.2965 2.9556
C16 2.6544 9.0146 -9.2206
F6 4.8095 -1.3796 -0.7875
H44 -8.8680 -9.0570 3.6130
H45 1.6022 2.9776 -0.0409
O13 2.1262 0.2323 -6.5926
O14 1.2078 -9.8387 -2.1795
S5 -1.7625 1.8142 6.6407
H46 0.8991 -5.4328 4.4572
H47 -6.1344 2.9414 4.5333
H48 1.9207 5.0695 9.1200
C17 -4.4975 -8.9525 -4.5852
O15 1.1343 3.4951 -7.3527
C18 9.9299 4.7275 -1.0504
C19 -7.5814 -8.5514 5.2467
H49 -0.7190 -4.5538 -0.1294
H50 -2.6027 6.8606 -0.1825
O16 1.4925 -11.2880 -0.1466
O17 4.5836 -5.4142 -2.6683
H51 2.3353 0.3384 -0.7752
C20 -1.4455 -8.4298 -4.3724
F7 -3.9469 -3.7529 -2.2748
C21 4.3807 3.7017 6.1551
H52 2.6378 2.3079 4.6146
H53 -2.5960 -6.0970 -6.5431
N9 3.5026 -1.0138 -4.6697
C22 1.1925 -6.1537 5.2203
C23 0.8574 -5.7946 6.6135
C24 6.6872 5.1501 -8.4558
S6 0.6220 -10.7650 -1.1922
H54 -2.3248 5.1716 0.4892
C25 1.2325 2.4027 -0.8900
H55 -8.0896 2.4733 3.9408
S7 1.9334 5.7546 2.1093
F8 -0.5541 7.5320 -7.9104
S8 -5.0102 -2.5602 -2.5437
C26 -1.5442 -5.0287 -4.9741
O18 6.4386 0.2587 2.8393
H56 -1.1645 -9.0804 -5.2006
H57 -6.7382 -8.3777 0.9116
H58 1.5148 3.0789 7.8117
H59 -11.8986 5.4154 0.4111
C27 2.4979 4.8722 8.2167
H60 -4.3690 4.5825 -1.1635
H61 -10.2752 4.8437 2.3850
H62 1.6304 2.7620 -1.8391
F9 -4.6677 -0.0685 0.0343
H63 -2.1204 -0.4677 -0.0754
H64 7.7573 4.2512 0.2496
N10 -4.6956 -1.9217 -1.0357
H65 5.2659 -4.1225 3.6868
N11 5.6839 -3.0555 -1.8767
F10 0.9729 4.1861 -5.0366
S9 0.2685 4.2561 -6.4269
H66 -3.4864 -8.8010 -6.4083
H67 -1.5310 -2.1958 -1.4700
H68 -8.9472 1.7192 0.6780
O19 1.7414 6.2321 0.7589
S10 0.7367 7.4396 3.1917
O20 -0.0579 -8.9039 0.7350
O21 0.1511 5.5521 -9.0799
H69 9.7306 3.9497 -0.3132
C28 2.0969 4.5986 5.8161
H70 -1.0945 -6.8495 -6.1589
C29 2.7072 -7.3168 6.6449
C30 9.1346 6.6364 0.0943
H71 9.4877 6.3271 -2.9459
S11 2.8272 -2.3422 -4.7289
O22 -6.2931 -0.1143 -1.5930
C31 -7.8124 3.3338 3.3320
H72 4.5741 4.1022 5.1600
C32 -0.6934 -3.5048 0.1655
H73 -5.3226 -7.9387 1.0387
H74 -4.8056 2.4041 2.3230
H75 -1.7231 -9.0306 -3.5063
H76 0.2762 -2.5149 -1.6577
H77 7.2761 4.2336 -8.4927
H78 -10.3858 5.5285 -0.5354
H79 1.1301 4.4431 5.3373
C33 -3.3687 -7.1045 -3.5757
H80 -6.7193 1.8746 0.5335
F11 6.9916 -4.9330 -2.8227
H81 -2.6588 3.2798 -3.8333
C34 1.9952 5.6051 6.9446
F12 4.1630 -3.1220 -5.0790
F13 0.7840 7.5659 4.7586
H82 0.0248 -6.2985 7.1042
N12 -1.0115 -10.5792 -0.8549
H83 4.8957 2.7443 6.2346
C35 -6.7414 2.6632 1.2857
H84 -5.7170 6.4933 -5.7097
H85 2.7602 -7.6267 3.1511
O23 5.1990 2.3365 3.5008
C36 -5.8944 -8.7381 3.0601
F14 -2.1555 -6.0637 0.8607
H86 -1.5993 -3.2207 0.7011
H87 7.3384 3.9983 -1.2996
S12 -0.6751 5.9246 -7.8742
N13 -3.3178 5.0772 -2.7817
H88 -10.7167 6.6242 0.8301
H89 8.6364 7.5535 -0.2201
H90 -10.4702 -9.7118 6.1084
H91 2.3986 0.2501 6.8292
H92 -0.7802 4.7510 -1.1503
H93 -1.3434 5.0004 -3.4560
C37 10.7104 6.7834 -0.0222
H94 -4.7958 -7.9076 5.3027
C38 2.5711 3.3473 7.7917
O24 -0.3151 -0.0365 5.2283
H95 5.2125 7.9081 -8.5740
H96 -9.9316 2.0112 2.1859
C39 -1.9202 -6.2963 -5.7114
O25 -0.5966 1.8958 7.5726
H97 5.1950 4.2094 0.8125
H98 -1.8642 6.6356 -3.2118
N14 8.6844 5.6553 -1.0625
C40 -4.1391 5.8189 -3.8545
H99 4.0387 4.7424 -0.2296
H100 4.9528 3.5338 -0.8961
S13 5.6274 -4.7207 -1.8977
O26 3.3289 5.8746 2.6481
H101 2.7126 5.5563 -6.6862
C41 0.9441 -1.6713 0.8051
O27 -4.3935 -1.9664 -3.6797
H102 1.8276 8.8569 -9.9132
O28 2.1237 -2.7610 -5.9615
H103 6.7174 5.6179 -9.4399
H104 3.8233 0.9235 6.7865
S14 -1.3147 0.8571 4.6293
H105 8.0230 5.5253 -3.2596
C42 -9.7611 -10.0030 5.3336
H106 11.0151 7.6604 -0.5932
H107 -6.9500 -9.3010 5.7237
H108 -10.4927 3.5290 1.0103
H109 -5.8895 4.3008 3.2073
H110 -4.8578 5.8769 -7.1501
H111 -6.4091 -9.6952 2.9760
H112 0.6270 -4.7293 6.5995
H113 -4.3092 3.2522 -3.3161
F15 0.3493 -12.0764 -2.1603
C43 8.4994 6.1641 -2.5160
H114 3.4932 9.4941 -9.7252
C44 -10.8263 5.6053 0.4586
C45 -4.2252 -8.2360 -3.2689
H115 -6.8820 -6.0090 1.2812
H116 -2.8238 -6.8646 -2.6626
H117 -8.5381 3.9665 0.1774
C46 3.2077 -0.1725 5.0145
O29 -2.7504 -7.2160 2.8563
C47 -8.9618 1.7417 1.7677
O30 -2.8393 0.8499 6.9283
N15 7.4425 2.4967 1.9500
H118 1.4534 0.7829 0.6255
C48 6.0458 5.4429 -0.7330
H119 -3.9846 6.8781 -3.6487
H120 -5.8273 -6.5278 5.6909
H121 1.2568 2.1997 5.7890
H122 4.0898 -3.4167 2.4413
C49 6.0446 6.3443 -6.4228
H123 0.6318 -7.0719 5.0452
H124 2.0531 -8.1863 6.7093
C50 0.4333 -0.0024 -1.1718
H125 11.1347 6.8691 0.9782
H126 3.5106 5.2274 8.4072
C51 -0.9788 -4.0459 -5.9417
C52 7.1862 6.2323 -7.4609
C53 -9.0280 -8.8856 4.6775
H127 4.1300 0.0828 4.4928
H128 2.7530 6.3708 6.7783
C54 4.4178 7.5553 -7.9166
C55 3.6758 -5.5903 4.9431
S15 -4.8851 -0.5312 -1.4657
H129 -0.6219 6.4885 -1.2477
N16 4.7024 6.2377 -7.1939
H130 3.7141 -8.4499 4.3581
C56 -3.3088 3.5486 -3.0006
H131 -4.3867 6.2796 -1.4057
H132 2.2837 7.1850 -8.0251
C57 -1.3303 5.6680 -1.3618
H133 -3.7935 -8.9927 -2.6139
C58 -6.3244 3.3601 3.5450
C59 -0.5697 -2.3684 -0.9861
N17 -0.1955 -1.0878 -0.2172
H134 11.5999 5.9393 -1.5992
C60 -1.8734 5.6458 -2.7554
O31 0.8944 -0.3269 -4.3953
H135 -6.0270 1.3330 2.7180
H136 -3.9571 -6.2528 -3.9171
H137 2.6930 -3.7396 4.0581
H138 2.6217 -5.1484 7.4754
C61 -5.8814 2.3905 2.4977
H139 -5.2104 -7.8890 -2.9574
H140 2.7239 5.0348 5.0385
O32 2.4222 -2.9761 -3.4583
H141 5.8689 6.4186 -0.2805
H142 -6.3169 3.5459 0.8076
F16 -0.5812 1.4498 3.3632
F17 -2.3480 -9.1997 0.3884
H143 -0.8647 -3.1723 -5.2999
C62 -5.4308 -7.1319 4.8749
C63 -6.1654 -7.9415 1.7299
H144 1.8057 -6.2424 8.5034
C64 -10.1014 4.4797 1.3724
S16 -2.2268 -4.3384 4.0616
O33 -6.1469 -3.4533 -2.7810
H145 4.3837 4.8192 -8.8555
C65 2.3303 2.0878 5.6368
H146 2.4103 -0.1452 4.2720
C66 -8.6168 4.2890 1.2156
H147 8.0748 7.1640 -2.4263
H148 -7.9602 5.1383 1.4042
C67 3.5787 5.9579 -6.1602
H149 -4.1989 7.2832 -6.3195
O34 7.0477 4.5766 3.5307
H150 3.7962 5.0619 -5.5788
S17 -2.1039 -5.9666 2.4841
H151 -4.1409 -9.9790 -4.5006
C68 -3.8912 5.4120 -5.3340
F18 5.3720 1.5890 1.0972
H152 4.7865 -5.0230 2.2045
H153 -2.5228 -4.8595 -4.5250
H154 -5.5108 -9.0820 -4.9656
H155 3.5320 6.8704 -5.5658
S18 4.9742 -2.9482 -0.6047
O35 -0.5785 8.0044 2.9092
C69 -3.7046 5.4379 -1.2855
C70 -1.3179 -0.4863 0.6620
O36 -0.6017 -6.0559 2.5376
H156 3.7384 -7.5103 6.9404
H157 -4.8464 -8.9211 3.2973
H158 -3.8616 4.3568 -5.6053
H159 -8.2964 -6.9745 3.1795
H160 0.7681 -3.5561 1.8979
C71 -2.4467 5.8022 -0.3914
H161 6.2387 7.1905 -5.7638
C72 5.0750 4.4053 -0.2530
H162 0.6738 -1.1000 1.6931
N18 -2.5710 -7.3877 -4.8260

Calculated values
* frontier orbital gap: 7.4 eV
* charge: +2
* HOMO energy: -11.52 eV
* total energy: -16698.0715 hartree